No. 1
Entry from the Open Molecules 2025 dataset: an isolated ion of composition C27H37N2O3 and charge +1 (wB97M-V/def2-TZVPD).

Calculated values
- LUMO: -2.9 eV
- Energy above the lowest of the compared OMol25 structures with the same formula, charge and spin: 19.4 kJ/mol
- E_HOMO: -11.60 eV
- Total energy: -1386.095494 hartree
- Structure (SMILES): CCCCCCCCCCOC(=O)Cn1c(COc2ccccc2)[n+](C)c2ccccc21

Structure (ORCA input):
```
! wB97M-V def2-TZVPD RIJCOSX def2/J DEFGRID3
* xyz 1 1
C 9.44658 1.49396 -1.77000
C 8.06167 1.96623 -1.34577
C 7.31736 0.89847 -0.54756
C 5.93082 1.36755 -0.11428
C 5.18541 0.29942 0.68254
C 3.80793 0.78059 1.13368
C 3.06424 -0.29152 1.92786
C 1.76882 0.21040 2.56834
C 0.73397 0.75978 1.58527
C 0.26389 -0.30062 0.59626
O -0.71994 0.22765 -0.31227
C -1.96538 0.27656 0.08591
O -2.40960 -0.07549 1.14702
C -2.86114 0.85478 -1.02803
N -4.24582 0.67614 -0.68564
C -4.81967 -0.45782 -0.26782
C -4.18556 -1.80675 -0.19351
O -3.12054 -1.87809 -1.09785
C -2.07783 -2.75649 -0.84063
C -2.08667 -3.72626 0.14880
C -0.96878 -4.52872 0.32415
C 0.14441 -4.37538 -0.48030
C 0.13858 -3.41743 -1.48200
C -0.96557 -2.60854 -1.66389
N -6.08788 -0.22977 0.09324
C -7.00460 -1.21180 0.61076
C -6.35929 1.11194 -0.09215
C -7.50332 1.87173 0.11799
C -7.42679 3.21633 -0.18170
C -6.25430 3.79272 -0.67553
C -5.11334 3.04657 -0.88887
C -5.17862 1.69204 -0.58762
H 9.95719 2.26735 -2.33851
H 10.05111 1.25360 -0.89832
H 9.37318 0.60362 -2.39078
H 7.47885 2.22540 -2.23292
H 8.15685 2.86891 -0.73802
H 7.22060 -0.00408 -1.15585
H 7.90251 0.63821 0.33733
H 5.34715 1.63347 -0.99939
H 6.03066 2.26782 0.49658
H 5.77726 0.02651 1.55870
H 5.07320 -0.59780 0.06890
H 3.92636 1.67063 1.75556
H 3.22967 1.06373 0.25176
H 3.71587 -0.64332 2.73036
H 2.85749 -1.14879 1.28403
H 2.01343 1.00637 3.27392
H 1.31685 -0.60623 3.13560
H 1.14913 1.60455 1.03475
H -0.13073 1.11560 2.15036
H 1.07500 -0.63318 -0.05055
H -0.16487 -1.15693 1.12540
H -2.61669 0.35246 -1.96678
H -2.65430 1.92117 -1.13008
H -3.83745 -1.95225 0.84273
H -4.93802 -2.57789 -0.42038
H -2.94635 -3.88380 0.78163
H -0.97996 -5.28132 1.09718
H 1.00828 -5.00404 -0.33489
H 0.99697 -3.29805 -2.12450
H -0.98486 -1.85951 -2.43944
H -7.93434 -0.71900 0.88206
H -7.21926 -1.97326 -0.14107
H -6.58923 -1.69164 1.49732
H -8.41589 1.44048 0.49505
H -8.29371 3.83968 -0.03261
H -6.24282 4.84798 -0.89617
H -4.21817 3.50536 -1.27541
*
```

These are the Mulliken partial charges, in e, on atoms 1 to 4: -1.284 -0.303 -0.642 -0.712



No. 2
Entry from the Open Molecules 2025 dataset: C27H37N3O8PRuS4 as an isolated structure (wB97M-V/def2-TZVPD).

Calculated values
- LUMO (spin up / spin down): -1.9 / -2.0 eV
- Expectation value of S²: 1.10
- E_HOMO (spin up / spin down): -6.73 / -6.72 eV
- Total energy: -3846.255785 hartree

Structure (ORCA input):
```
! wB97M-V def2-TZVPD RIJCOSX def2/J DEFGRID3
* xyz 0 2
Ru -0.06460 0.14142 1.34662
O -0.08710 4.43262 0.68142
C -0.28350 3.09362 0.78212
O 0.61110 2.41022 1.35382
C -1.48420 2.55132 0.26672
C -2.46270 3.32532 -0.40328
C -3.64630 2.75792 -0.77748
C -3.86770 1.39882 -0.48198
C -2.85150 0.66722 0.10622
N -1.67840 1.19882 0.48662
C -2.97180 -0.78318 0.39882
O -3.91470 -1.47748 -0.24078
O -2.24290 -1.32408 1.20602
H 0.78510 4.62632 1.05642
H -2.23910 4.35992 -0.60308
H -4.40780 3.31962 -1.29228
H -4.82450 0.95222 -0.70228
H -4.30620 -0.97368 -0.97138
O 1.82560 -1.54428 6.33142
C 2.35480 -2.39948 5.43092
C 3.18190 -3.45208 5.81622
C 3.74550 -4.29838 4.87912
C 3.49460 -4.10588 3.53082
C 2.68360 -3.06108 3.13892
C 2.09940 -2.20228 4.06822
C 1.21990 -1.14548 3.54012
O 1.47220 -0.71318 2.36772
N 0.19760 -0.70898 4.24192
N -0.62230 0.09472 3.56032
C -1.22520 1.03882 4.18812
S -0.81660 1.45502 5.85332
C -2.09940 2.75532 6.00112
C -2.29520 3.36382 4.63352
S -2.49910 1.97422 3.45292
H 2.10480 -1.78548 7.22462
H 3.37990 -3.61038 6.86862
H 4.38810 -5.10458 5.20412
H 3.92580 -4.76728 2.79402
H 2.46940 -2.89178 2.09532
H -1.74260 3.48282 6.72752
H -3.01410 2.28832 6.36612
H -1.42330 3.94082 4.32192
H -3.18660 3.98532 4.58152
C 2.59360 -0.12078 -0.28018
C 1.63630 -1.16268 -0.87698
C 2.37110 -2.48058 -1.14798
C 0.43190 -1.44578 0.00102
H 3.36980 0.13142 -1.00348
H 3.06620 -0.49248 0.62792
H 2.03550 0.79162 -0.03188
H 1.27490 -0.76058 -1.83018
H 2.82360 -2.84818 -0.23088
H 3.15580 -2.34738 -1.89138
H 1.66490 -3.22468 -1.51058
H 0.62050 -2.27388 0.69642
H -0.44960 -1.66698 -0.60338
C 0.02720 3.19002 -3.67038
C 0.64780 2.14532 -4.58248
C 1.85630 1.50562 -3.90848
O -0.26000 1.11872 -4.98258
P -1.56780 0.59932 -4.20408
S -3.12520 1.81962 -4.39008
S -1.21590 0.18122 -2.27388
O -1.94130 -0.68528 -5.05718
C -1.25100 -1.92618 -5.25848
C -0.86610 -2.59698 -3.94828
C -0.04450 -1.75318 -6.16908
H 0.75250 3.97932 -3.49598
H -0.23740 2.74272 -2.71318
H -0.86580 3.61432 -4.12088
H 0.94750 2.60622 -5.53418
H 1.57750 1.15482 -2.91718
H 2.65080 2.23942 -3.80628
H 2.22410 0.66672 -4.49618
H -2.01290 -2.53228 -5.76748
H 0.00410 -2.11168 -3.50728
H -0.63260 -3.64318 -4.13528
H -1.68930 -2.53978 -3.23938
H 0.72360 -1.17088 -5.66558
H -0.33500 -1.23728 -7.08138
H 0.35740 -2.73128 -6.42368
*
```

These are the Mulliken partial charges, in e, on atoms 1 to 4: -0.321 -0.480 0.560 -0.513



No. 3
Entry from the Open Molecules 2025 dataset: a 2-piece molecular cluster, C27H37N4O3 overall (wB97M-V/def2-TZVPD).

Calculated values
- LUMO: 0.9 eV
- E_HOMO: -2.72 eV
- Total energy: -1495.775442 hartree

Structure (ORCA input):
```
! wB97M-V def2-TZVPD RIJCOSX def2/J DEFGRID3
* xyz -1 1
C 4.00601 2.05094 1.58486
C 2.87840 1.91269 0.55739
C 3.32349 2.59510 -0.74080
C 2.63917 0.41964 0.30321
C 1.56258 2.55013 1.05938
C 0.31755 2.41733 0.27387
O 0.25897 1.66854 -0.73938
C -0.86537 3.16562 0.75111
C -2.16616 3.20419 -0.08159
C -3.29535 3.92225 0.66393
C -2.62308 1.77042 -0.36805
C -1.91433 3.94047 -1.39986
C -0.80647 3.79336 1.97668
C 0.35724 3.80975 2.75006
C 1.52118 3.20225 2.27270
H 3.73374 1.56346 2.52887
H 4.91552 1.56538 1.20727
H 4.24465 3.10489 1.77550
H 2.53520 2.50406 -1.49617
H 3.51711 3.65765 -0.55128
H 4.24678 2.13018 -1.10860
H 1.86026 0.30670 -0.45919
H 3.56201 -0.07820 -0.02325
H 2.28469 -0.05123 1.22890
H -3.03867 4.97025 0.86284
H -4.21002 3.91025 0.05648
H -3.51574 3.41585 1.61147
H -1.85664 1.24199 -0.94258
H -2.76557 1.24395 0.58345
H -3.56558 1.77107 -0.93037
H -1.11741 3.43705 -1.95709
H -2.83308 3.95531 -1.99901
H -1.61128 4.97398 -1.19400
H -1.69101 4.29294 2.37101
H 0.35705 4.29373 3.72362
H 2.41788 3.24773 2.89017
C 2.27260 -2.32138 -2.34238
C 0.80314 -2.07952 -2.26455
C 0.15334 -1.27856 -3.19391
C -1.29955 -1.15071 -3.21333
O -2.02479 -1.11407 -2.20739
N -1.89666 -1.05153 -4.47482
C -3.31344 -0.81307 -4.56328
C -1.18768 -1.03311 -5.73655
N 0.03222 -2.63778 -1.29591
N 0.64990 -3.21836 -0.32499
C -0.24102 -3.49839 0.74956
N 0.56860 -3.99405 1.76781
C 0.19146 -4.31595 3.06423
C 1.20999 -4.63487 3.99582
C 0.89811 -4.89029 5.33076
C -0.44226 -4.84546 5.75111
C -1.46467 -4.56330 4.83278
C -1.15499 -4.30072 3.48832
O -1.45624 -3.35763 0.77858
H 2.57780 -2.29885 -3.39570
H 2.86828 -1.55766 -1.81740
H 2.49975 -3.31063 -1.92338
H 0.77036 -0.80024 -3.95821
H -3.75277 -0.92790 -3.57241
H -3.52371 0.19118 -4.95641
H -3.75711 -1.53867 -5.25171
H -0.20778 -1.49714 -5.62380
H -1.76576 -1.60100 -6.47535
H -1.05468 -0.01075 -6.12336
H 1.55102 -4.01726 1.49578
H 2.24916 -4.65851 3.65831
H 1.70159 -5.11852 6.03913
H -0.68375 -5.02901 6.80146
H -2.50782 -4.54067 5.16004
H -1.92635 -4.06529 2.75959
*
```

These are the Mulliken partial charges, in e, on atoms 1 to 4: -2.369 2.810 -1.869 -1.485